1.
DFT (the ωB97M-V functional and the def2-TZVPD basis) results for 2 unconnected molecules or ions with the total composition C6H16O4 in a non-equilibrium geometry.

Computed properties:
SMILES string: OCCCO.OCCCO
Energy above the lowest of the compared OMol25 structures with the same formula, charge and spin: 56.0 kcal/mol
Orbital gap: 10.49 eV

XYZ file:
```
26
Properties=species:S:1:pos:R:3:lowdin_charge:R:1
O -1.637 -4.683 0.824 -0.089
C -2.430 -3.634 1.357 -0.272
C -1.432 -2.433 1.586 -0.142
C -2.226 -1.150 1.964 -0.255
O -1.512 0.035 1.598 -0.115
H -1.163 -5.042 1.603 0.099
H -3.230 -3.368 0.639 0.122
H -2.915 -3.928 2.308 0.117
H -0.722 -2.618 2.415 0.114
H -0.855 -2.441 0.641 0.121
H -3.138 -0.993 1.355 0.116
H -2.505 -1.019 3.027 0.121
H -1.736 0.807 2.159 0.098
O 0.701 0.287 -0.960 -0.101
C 1.424 1.528 -0.846 -0.250
C 2.171 2.018 -2.146 -0.166
C 2.397 3.501 -2.075 -0.349
O 2.905 4.066 -3.227 -0.055
H 0.234 0.118 -0.115 0.060
H 0.661 2.303 -0.641 0.108
H 2.087 1.466 0.039 0.118
H 3.080 1.402 -2.283 0.118
H 1.543 1.896 -3.050 0.124
H 1.402 3.946 -1.881 0.122
H 3.035 3.708 -1.195 0.128
H 3.863 4.228 -3.096 0.106
```

2.
DFT (the ωB97M-V functional and the def2-TZVPD basis) results for a molecular structure, C26H40Cl3N4O3SiTi in a non-equilibrium geometry.

Computed properties:
Net charge: -1
Energy above the lowest of the compared OMol25 structures with the same formula, charge and spin: 104.0 kcal/mol
⟨S²⟩: 2.016
Orbital gap (alpha / beta): 4.11 / 7.80 eV
2S+1: 3

XYZ file:
```
78
Properties=species:S:1:pos:R:3:lowdin_charge:R:1
C 2.164 5.170 0.185 -0.061
C 1.219 4.147 -0.401 -0.230
H 1.777 6.150 -0.138 0.082
H 3.205 5.080 -0.151 0.080
H 2.171 5.177 1.279 0.069
C 1.326 3.813 -1.684 -0.108
C 1.765 4.848 -2.622 -0.098
H 0.932 2.918 -2.118 0.091
H 2.814 4.746 -2.930 0.083
H 1.624 5.803 -2.133 0.061
H 1.114 4.760 -3.507 0.083
Ti 0.042 -2.421 1.686 0.093
Cl 0.295 -1.952 3.808 0.008
Cl 2.250 -3.027 1.514 0.000
C -2.877 -1.935 0.794 -0.449
O -1.902 -2.609 0.382 -0.172
N -3.896 -1.610 0.003 -0.178
C -3.900 -1.942 -1.398 -0.034
C -5.044 -0.921 0.536 -0.047
H -3.017 -1.477 1.803 0.083
H -3.583 -2.973 -1.564 0.096
H -3.256 -1.271 -1.981 0.079
H -4.928 -1.810 -1.736 0.083
H -4.991 -0.947 1.630 0.096
H -5.949 -1.417 0.174 0.088
H -5.062 0.130 0.214 0.079
H 2.745 0.498 -1.550 0.038
H 0.812 0.963 -4.174 0.085
C 2.676 -0.081 -2.469 -0.044
C 0.697 -0.112 -3.986 -0.061
N 1.283 -0.436 -2.686 -0.196
H 3.304 -0.992 -2.440 0.117
C 0.654 -1.294 -1.831 -0.293
O 1.118 -1.819 -0.789 -0.116
H -0.375 -0.374 -3.971 0.077
H -0.361 -1.580 -2.118 0.133
H 2.993 0.602 -3.252 0.088
H 1.235 -0.637 -4.791 0.091
O 1.875 2.266 0.579 -0.141
C 0.739 3.126 0.540 -0.260
C -0.523 1.531 -0.958 -0.096
C -0.554 2.433 0.108 -0.191
H 0.458 1.003 -1.044 0.109
C -1.657 1.309 -1.756 -0.079
H 0.511 3.683 1.435 0.142
C -1.813 2.747 0.654 -0.044
H -1.523 0.740 -2.674 0.073
C -2.893 1.777 -1.301 -0.113
C -2.980 2.430 -0.069 -0.099
H -1.823 3.230 1.641 0.117
H -3.784 1.556 -1.919 0.104
H -3.958 2.665 0.348 0.094
Si 3.167 1.711 1.301 0.348
Cl -1.053 -0.450 1.532 0.269
C 3.908 0.308 0.377 -0.173
C 2.909 0.787 2.961 -0.168
C 3.924 3.327 1.748 -0.151
H 3.201 -0.507 0.191 0.012
H 4.710 -0.129 0.987 0.053
H 4.376 0.631 -0.560 0.022
H 4.136 3.768 0.763 0.021
H 4.817 3.373 2.373 0.036
H 3.081 3.819 2.285 0.048
H 2.072 1.170 3.554 0.024
H 3.840 0.969 3.536 0.026
H 2.803 -0.319 2.920 0.000
N -3.206 -8.867 2.173 0.068
C -2.628 -7.851 2.027 -0.239
C -1.987 -6.566 1.921 -0.292
C -1.220 -6.222 0.800 -0.053
C -0.517 -5.031 0.795 -0.165
N -0.564 -4.253 1.902 -0.216
C -1.451 -4.470 2.887 -0.187
C -2.178 -5.645 2.952 -0.052
H -1.143 -6.902 -0.048 0.103
H 0.158 -4.724 -0.019 0.104
H -1.472 -3.730 3.673 0.046
H -2.832 -5.862 3.797 0.106
```

3.
DFT (the ωB97M-V functional and the def2-TZVPD basis) results for a molecular structure, C18H36BBr6MnN8O28S in a non-equilibrium geometry.

Computed properties:
Net charge: -1
⟨S²⟩: 8.754
Orbital gap (alpha / beta): 6.54 / 6.41 eV
2S+1: 6

XYZ file:
```
99
Properties=species:S:1:pos:R:3:lowdin_charge:R:1
Mn -11.325 -9.909 16.140 1.133
O -10.248 -8.871 14.458 0.000
C -10.179 -8.395 13.283 -0.228
O -9.147 -8.502 12.424 0.210
B -9.527 -7.915 11.120 -0.757
O -11.003 -7.442 11.298 0.163
C -11.420 -7.746 12.553 -0.314
O -12.530 -7.483 13.050 0.104
O -9.445 -8.970 10.016 0.180
C -8.509 -8.659 9.098 -0.277
O -8.214 -9.357 8.103 0.058
C -7.881 -7.231 9.546 -0.341
O -8.552 -6.872 10.687 0.169
O -7.124 -6.551 8.982 0.165
S -12.890 -12.017 15.221 0.178
O -13.040 -11.201 16.400 -0.403
O -14.117 -12.344 14.461 -0.355
O -11.982 -11.128 14.511 -0.430
O -12.184 -13.248 15.420 -0.340
Br -4.823 -12.323 5.788 0.662
C -6.306 -13.159 6.684 -0.713
C -6.418 -12.523 8.038 -0.718
Br -7.729 -13.285 9.275 0.674
H -6.282 -14.242 6.561 0.064
H -7.205 -12.935 6.110 0.048
H -6.585 -11.455 7.899 0.038
H -5.451 -12.614 8.532 0.040
Br -10.574 -2.804 10.710 0.587
C -12.028 -3.902 11.502 -0.664
C -13.291 -3.190 11.164 -0.669
Br -14.904 -4.326 11.660 0.547
H -11.896 -4.096 12.566 0.055
H -11.953 -4.885 11.037 0.045
H -13.563 -2.914 10.145 0.041
H -13.335 -2.185 11.583 0.053
Br -5.803 -2.856 12.294 0.579
C -6.295 -4.760 12.223 -0.653
C -6.985 -5.190 13.531 -0.589
Br -8.734 -4.259 13.912 0.617
H -5.308 -5.208 12.108 0.034
H -6.985 -4.947 11.400 0.045
H -6.401 -5.174 14.451 0.061
H -7.323 -6.199 13.294 0.037
C -10.261 -11.309 7.222 0.030
N -11.655 -11.726 7.602 -0.398
O -12.645 -11.275 6.943 0.033
O -11.729 -12.384 8.608 0.058
H -9.674 -11.512 8.118 0.030
H -10.250 -10.305 6.799 0.070
H -9.855 -12.110 6.604 0.096
C -8.967 -7.552 5.200 0.027
N -10.287 -8.255 5.161 -0.415
O -10.517 -9.090 4.238 0.032
O -11.042 -7.888 6.035 0.075
H -8.996 -6.624 5.771 0.096
H -8.775 -7.159 4.202 0.090
H -8.130 -8.209 5.442 0.096
C -6.517 -9.965 15.914 0.074
N -7.357 -8.923 16.665 -0.396
O -8.574 -9.000 16.622 0.022
O -6.819 -8.093 17.386 0.056
H -6.434 -10.885 16.493 0.105
H -5.533 -9.505 15.819 0.090
H -7.025 -10.116 14.962 0.080
C -12.994 -10.517 10.912 0.041
N -14.198 -11.372 11.018 -0.448
O -14.233 -12.242 11.925 0.042
O -15.029 -11.162 10.233 0.086
H -13.224 -9.724 11.625 0.083
H -12.972 -10.080 9.914 0.093
H -12.097 -11.106 11.100 0.098
C -10.695 -4.218 16.781 0.003
N -11.439 -5.445 16.394 -0.403
O -10.768 -6.410 16.014 0.025
O -12.685 -5.418 16.545 0.052
H -10.976 -3.614 15.918 0.081
H -9.650 -4.523 16.842 0.074
H -11.065 -3.809 17.721 0.100
C -8.681 -12.559 12.877 0.014
N -9.160 -12.528 14.239 -0.387
O -9.113 -11.408 14.748 -0.018
O -9.507 -13.538 14.874 0.087
H -9.511 -12.807 12.215 0.106
H -7.923 -13.337 12.782 0.095
H -8.340 -11.583 12.532 0.094
C -15.023 -9.276 14.587 0.087
N -14.285 -8.589 15.690 -0.403
O -13.077 -8.572 15.723 -0.048
O -14.944 -8.067 16.524 0.113
H -14.493 -9.085 13.654 0.089
H -16.037 -8.877 14.592 0.103
H -15.037 -10.312 14.926 0.083
C -4.225 -5.998 9.199 0.044
N -2.703 -5.782 8.930 -0.376
O -2.216 -6.304 7.881 0.025
O -2.143 -5.103 9.808 0.038
H -4.675 -6.896 8.776 0.081
H -4.707 -5.187 8.653 0.097
H -4.388 -5.879 10.270 0.065
```

4.
DFT (the ωB97M-V functional and the def2-TZVPD basis) results for a molecular structure, C4H14BrFeO4 in a non-equilibrium geometry.

Computed properties:
Net charge: +1
Energy above the lowest of the compared OMol25 structures with the same formula, charge and spin: 0.0 kcal/mol
⟨S²⟩: 6.008
Orbital gap (alpha / beta): 4.31 / 4.06 eV
2S+1: 5

XYZ file:
```
24
Properties=species:S:1:pos:R:3:lowdin_charge:R:1
Fe 0.280 0.262 4.867 0.993
Br -0.395 0.896 2.630 0.367
C -2.801 0.486 -0.870 -0.142
O -3.082 0.755 0.499 -0.138
H -1.790 0.818 -1.132 0.069
H -2.846 -0.585 -1.082 0.075
H -3.515 1.052 -1.459 0.087
H -2.346 0.480 1.048 -0.051
C 1.598 2.620 -0.647 -0.135
O 0.410 2.952 0.080 -0.155
H 1.864 3.514 -1.203 0.085
H 2.443 2.417 0.021 0.077
H 1.430 1.712 -1.225 0.070
H 0.395 2.487 0.919 -0.073
C 0.129 -1.666 -0.433 -0.241
C 1.376 -2.403 -0.865 -0.250
O 2.494 -2.169 -0.037 -0.048
O -0.281 -2.063 0.884 -0.093
H -0.656 -1.746 -1.184 0.118
H 0.352 -0.590 -0.378 0.103
H 1.606 -2.142 -1.898 0.128
H 1.122 -3.471 -0.882 0.127
H 2.174 -2.231 0.868 0.069
H 0.040 -1.385 1.481 -0.043
```

Please write out number 1 again, unchanged.
DFT (the ωB97M-V functional and the def2-TZVPD basis) results for 2 unconnected molecules or ions with the total composition C6H16O4 in a non-equilibrium geometry.

Computed properties:
SMILES string: OCCCO.OCCCO
Energy above the lowest of the compared OMol25 structures with the same formula, charge and spin: 56.0 kcal/mol
Orbital gap: 10.49 eV

XYZ file:
```
26
Properties=species:S:1:pos:R:3:lowdin_charge:R:1
O -1.637 -4.683 0.824 -0.089
C -2.430 -3.634 1.357 -0.272
C -1.432 -2.433 1.586 -0.142
C -2.226 -1.150 1.964 -0.255
O -1.512 0.035 1.598 -0.115
H -1.163 -5.042 1.603 0.099
H -3.230 -3.368 0.639 0.122
H -2.915 -3.928 2.308 0.117
H -0.722 -2.618 2.415 0.114
H -0.855 -2.441 0.641 0.121
H -3.138 -0.993 1.355 0.116
H -2.505 -1.019 3.027 0.121
H -1.736 0.807 2.159 0.098
O 0.701 0.287 -0.960 -0.101
C 1.424 1.528 -0.846 -0.250
C 2.171 2.018 -2.146 -0.166
C 2.397 3.501 -2.075 -0.349
O 2.905 4.066 -3.227 -0.055
H 0.234 0.118 -0.115 0.060
H 0.661 2.303 -0.641 0.108
H 2.087 1.466 0.039 0.118
H 3.080 1.402 -2.283 0.118
H 1.543 1.896 -3.050 0.124
H 1.402 3.946 -1.881 0.122
H 3.035 3.708 -1.195 0.128
H 3.863 4.228 -3.096 0.106
```